[1]
Molecular formula: C2H6I2O2Si
Method: DFT, wB97M-V/def2-TZVPD

Properties
HOMO, Eh: -0.3633

```
13
Properties=species:S:1:pos:R:3:forces:R:3
C 0.4256 -1.8453 1.1811 1.10 -1.48 2.64
O -0.3242 -1.3673 0.1367 -0.45 1.79 -1.55
Si 0.0314 -0.3415 -1.1091 0.23 2.38 1.30
I 1.9664 -1.1849 -2.2285 0.13 0.02 -0.20
I -2.1012 -0.3763 -2.3024 0.49 0.14 0.09
O 0.5160 1.3843 -0.7082 -1.44 -4.53 -0.89
C -0.4380 2.1484 -0.0305 1.24 4.61 -0.19
H 1.5487 -1.6148 1.1518 -1.50 -0.49 -0.33
H 0.2040 -2.9628 1.2352 0.83 1.27 -0.08
H 0.0686 -1.4584 2.1908 0.25 -0.10 -1.29
H -1.1934 2.7093 -0.6292 0.02 -1.35 -0.27
H 0.1710 3.0981 0.2275 -0.73 -1.37 0.31
H -0.8748 1.8112 0.8847 -0.16 -0.90 0.46
```
Forces are in eV/Å.

***

[2]
Molecular formula: C2H6IN3
Method: DFT, wB97M-V/def2-TZVPD

Properties
Charge: +2
HOMO, Eh: -0.6965

```
12
Properties=species:S:1:pos:R:3:forces:R:3
N 0.9810 2.0986 0.0000 -0.06 -0.09 0.00
C 0.9948 0.8007 0.0000 1.07 -0.21 0.00
I 2.8403 -0.2038 0.0000 -0.67 0.34 0.00
N -0.2016 0.1228 0.0000 -0.89 0.87 0.00
C -0.3989 -1.2090 0.0000 0.72 -0.50 0.00
N -1.5566 -1.7594 0.0000 -0.49 -0.07 0.00
H 0.1336 2.6692 0.0000 0.05 -0.17 0.00
H 1.8518 2.6336 0.0000 -0.14 -0.24 0.00
H -1.0417 0.7140 0.0000 0.25 -0.21 0.00
H 0.4906 -1.8435 0.0001 -0.21 0.11 0.00
H -1.6530 -2.7777 0.0000 0.17 0.22 0.00
H -2.4403 -1.2454 -0.0001 0.20 -0.05 0.00
```
Forces are in eV/Å.

***

[3]
Molecular formula: C2H6IO2P
Method: DFT, wB97M-V/def2-TZVPD

Properties
HOMO (spin up / spin down), Eh: -0.3483 / -0.3483

```
12
Properties=species:S:1:pos:R:3:forces:R:3
C -0.5193 -0.0316 0.1177 0.23 0.09 0.10
C 0.7879 -0.1293 0.8882 -0.54 -0.94 -0.21
O 1.3538 1.1626 1.0079 0.78 0.74 -0.14
O 2.1226 3.3224 0.0662 1.44 -0.91 -0.21
P 2.2809 1.8607 -0.0610 -0.92 -0.66 0.51
I 4.4217 -0.4655 -0.0028 -1.12 1.75 0.03
H -1.0435 -0.9826 0.1473 -0.03 -0.10 -0.05
H -1.1507 0.7319 0.5641 -0.11 0.03 0.04
H -0.3346 0.2396 -0.9220 -0.06 -0.05 -0.04
H 1.4910 -0.8048 0.3912 0.01 0.02 0.15
H 0.6110 -0.4799 1.9079 0.16 0.05 -0.15
H 1.9468 1.3625 -1.3287 0.16 -0.02 -0.04
```
Forces are in eV/Å.

***

ΔE to the lowest compared entry with this formula, charge and spin? In order: 0.00 0.00 147.30 kJ/mol.